{
  "formula": "C18H53NO9",
  "method": "ωB97M-V with the def2-TZVPD basis set",
  "symbols": ["O", "H", "C", "H", "O", "H", "H", "H", "H", "H", "H", "H", "H", "H", "C", "H", "H", "C", "O", "H", "H", "H", "C", "H", "H", "H", "H", "H", "O", "H", "H", "H", "C", "H", "C", "H", "C", "H", "H", "H", "H", "C", "C", "H", "H", "H", "H", "C", "O", "H", "H", "C", "C", "H", "C", "O", "H", "C", "O", "H", "H", "H", "H", "O", "H", "C", "H", "O", "H", "H", "N", "C", "H", "H", "H", "H", "H", "H", "H", "C", "C"],
  "xyz": [[-2.637, -1.128, -1.788], [3.180, -0.367, -0.878], [0.773, 1.429, 2.958], [1.673, 1.995, 3.201], [-0.881, -2.254, -0.035], [-2.174, -4.758, -1.609], [0.855, -1.223, -0.566], [2.089, -4.267, 1.204], [5.774, -1.830, -0.318], [0.912, -1.957, 1.037], [-2.650, 2.468, -4.146], [0.574, 5.534, 0.799], [-1.904, -6.481, -1.194], [-4.211, -5.777, -0.781], [-2.312, 3.393, -3.669], [-4.114, 3.203, -1.516], [-3.679, -4.504, 0.343], [-0.329, 1.735, -0.775], [2.881, 0.414, -1.372], [0.526, 2.941, 0.799], [3.926, -3.892, -0.456], [4.097, 1.276, 0.110], [0.175, 3.059, -0.229], [-3.191, 1.906, -0.663], [0.382, 0.293, 4.440], [-1.428, 1.023, -2.472], [-3.788, -0.451, -0.238], [-1.090, 1.220, -0.181], [3.621, -4.765, -0.183], [-0.171, 2.149, -2.895], [5.581, -1.068, 1.268], [-2.204, 5.942, -2.108], [0.252, -1.483, 0.313], [1.063, 3.307, -0.820], [-0.080, 5.511, -0.077], [0.542, 5.739, -0.945], [-1.798, 4.050, 0.916], [2.523, -3.118, 4.535], [-3.081, 4.157, -3.761], [-2.068, -1.645, -1.183], [5.404, -2.814, 1.169], [-2.084, -5.476, -0.795], [-3.432, -5.479, -0.074], [3.408, -1.741, 1.194], [-4.331, -2.012, -0.986], [0.509, 1.042, -0.882], [2.585, 2.107, -0.303], [2.265, -4.598, 0.175], [-2.542, 5.262, -1.515], [-2.417, 3.148, 0.881], [-0.777, 6.336, 0.092], [3.067, -2.247, 4.160], [-3.326, 2.455, -1.596], [-1.232, 3.924, 1.845], [-0.844, 4.192, -0.276], [3.841, -1.716, 0.318], [1.698, -5.500, -0.050], [5.232, -1.882, 0.624], [-1.020, -5.190, 0.119], [-3.411, -6.215, 0.734], [0.749, 1.315, 1.876], [4.031, 2.184, -1.357], [-3.698, 1.655, -2.243], [0.746, 0.124, 3.566], [4.103, -2.570, 4.052], [-2.038, 3.048, -2.196], [-2.491, 4.879, 1.058], [2.636, -1.843, 2.868], [-1.421, 3.686, -4.224], [-4.654, -0.543, -1.807], [-1.545, 4.270, -1.552], [-0.957, 1.958, -2.159], [1.805, -3.832, -0.464], [-0.660, -3.184, 0.083], [-1.031, -5.914, 0.752], [1.904, -1.203, 2.943], [-0.111, 1.983, 3.271], [-0.078, -0.506, 0.667], [2.987, -1.406, 4.848], [3.426, 1.544, -0.713], [-3.904, -1.014, -1.170]],
  "forces_ev_per_angstrom": [[-0.235, -0.001, -0.290], [-0.021, -0.024, -0.125], [-0.079, -0.204, -0.247], [0.055, -0.088, 0.215], [0.098, -0.249, 0.330], [0.799, 0.156, 0.109], [-0.008, -0.350, -0.069], [0.284, -0.248, 0.125], [0.110, -0.241, 0.075], [-0.236, -0.156, 0.147], [-0.230, 0.155, -0.083], [-0.041, -0.461, 0.044], [-0.061, 0.204, -0.336], [-0.033, 0.061, 0.103], [-0.106, -0.639, 0.016], [0.050, 0.026, 0.228], [0.069, 0.047, -0.024], [-0.404, -0.080, -0.722], [0.466, -0.099, 0.030], [-0.071, 0.290, -0.050], [0.058, -0.026, 0.107], [-0.143, -0.212, 0.076], [0.033, -0.472, -0.435], [0.161, 0.487, 0.233], [0.097, -0.491, 0.091], [-0.040, 0.035, -0.038], [-0.434, -0.088, 0.059], [0.101, 0.308, 0.417], [0.055, 0.000, 0.184], [0.018, 0.299, 0.081], [0.016, 0.025, -0.106], [-0.045, -0.018, 0.022], [0.467, 0.946, -0.578], [-0.195, 0.291, -0.074], [-0.058, 0.497, -0.020], [-0.082, -0.052, -0.065], [-0.405, -0.708, 0.715], [-0.269, 0.173, -0.027], [-0.056, -0.024, -0.059], [-0.027, 0.275, -0.212], [0.080, -0.138, -0.310], [-0.917, -0.610, 0.578], [0.193, -0.331, -0.149], [-0.266, -0.042, -0.197], [0.109, 0.107, 0.360], [-0.067, 0.044, 0.002], [0.341, 0.258, 0.057], [-0.701, 0.511, -0.725], [-0.307, 0.131, 0.185], [0.086, 0.041, -0.302], [-0.040, -0.016, -0.242], [0.215, -0.034, -0.341], [-0.303, -0.357, -0.198], [0.134, 0.300, -0.050], [-0.192, 0.741, 1.174], [0.312, -0.141, 0.422], [0.242, -0.194, 0.275], [-0.236, 0.513, 0.122], [-0.047, 0.472, -0.499], [-0.122, 0.053, 0.030], [-0.075, -0.221, 0.079], [-0.251, -0.059, -0.385], [0.064, 0.254, -0.306], [-0.006, 0.717, 0.016], [0.048, 0.213, 0.170], [-0.062, -0.230, -0.252], [0.169, 0.158, -0.249], [-0.220, 0.003, -0.327], [0.136, 0.242, 0.314], [0.451, 0.348, -0.190], [1.237, -0.588, -0.554], [0.351, -0.210, 0.042], [0.014, -0.006, 0.059], [-0.178, -0.319, -0.028], [0.155, 0.107, 0.155], [0.148, -0.165, 0.326], [0.014, 0.155, -0.130], [-0.151, -0.297, 0.386], [0.119, -0.148, 0.184], [-0.207, -0.024, 0.449], [0.076, -0.580, 0.201]],
  "mulliken_charge": [-0.463, 0.393, -0.176, 0.307, -0.621, 0.305, 0.128, 0.143, 0.302, 0.255, 0.369, 0.334, 0.355, 0.340, -1.963, 0.352, 0.225, 1.376, -0.515, 0.267, 0.306, 0.212, -1.606, 0.163, 0.297, 0.406, 0.271, 0.126, -0.613, 0.388, 0.316, 0.365, 0.348, 0.634, -2.196, 0.437, -1.676, 0.268, 0.442, 0.370, 0.321, -0.318, -1.070, 0.338, 0.280, -0.289, -0.061, -0.310, -0.533, 0.253, 0.475, -0.839, -1.562, 0.391, 1.889, -0.099, 0.315, -0.900, -0.501, 0.390, -0.281, 0.296, 0.421, -0.552, 0.298, 1.852, 0.366, -0.565, 0.437, 0.301, 0.238, -2.251, 0.126, 0.211, 0.262, 0.285, 0.402, -0.364, 0.301, -0.229, -0.695],
  "gap_ha": 0.3093,
  "de_lowest_kcal_mol": 56.18,
  "largest_force_ev_per_a": 1.48,
  "homo_energy_ev": -8.1,
  "total_energy_ha": -1449.372070,
  "mol_weight_da": 427.62
}